Version a
This record from the OMol25 dataset describes 12 unconnected molecules or ions with the total composition C5H33NO13. The level of theory is ωB97M-V/def2-TZVPD.

Geometry as XYZ:
```
52
Properties=species:S:1:pos:R:3:mulliken_charge:R:1
O 0.45 -2.22 -1.78 -0.64
C 0.64 0.30 2.98 -0.74
H -0.35 2.89 1.74 0.12
H -1.01 3.94 -2.70 0.40
O 3.31 -2.85 1.52 -0.62
H 0.19 -3.90 2.75 0.28
H 0.53 -0.52 3.68 0.23
O 1.97 -4.51 -0.70 -0.66
H 3.21 1.00 0.86 0.30
O -2.61 0.38 3.21 -0.71
O 0.14 -2.94 2.75 -0.53
H 1.95 -0.67 1.76 0.20
H 1.02 1.75 0.80 -0.04
H -2.82 0.90 -1.62 0.33
C -1.55 0.92 0.00 -0.16
H -1.49 -0.85 -3.58 0.30
H -1.68 0.54 3.02 -0.37
H 0.20 1.40 -1.23 0.05
O -1.45 -3.33 -0.27 -0.75
H 3.14 -3.68 1.00 0.39
H -1.59 1.98 0.21 0.28
H 0.23 -2.75 3.70 0.27
H -0.38 0.83 2.95 0.68
O -0.22 4.24 0.19 -0.58
H -1.59 2.90 2.63 0.35
H -0.60 1.22 -3.75 0.31
H -2.74 -0.56 3.12 0.25
O -2.40 0.31 -1.00 -0.53
O -1.18 -0.25 -4.28 -0.69
H 1.53 0.93 3.21 0.36
C 1.08 0.69 0.51 0.19
C 2.54 0.54 0.07 -0.13
N 0.99 -0.33 1.63 0.27
H -2.51 3.83 -2.20 0.27
H -0.63 4.17 -0.68 0.37
H -0.34 2.70 -4.21 0.29
H -1.69 0.41 0.96 -0.05
H -0.20 -0.32 -1.17 0.10
O -0.68 2.62 2.59 -0.65
H 1.03 -4.68 -0.72 0.30
O -1.70 4.35 -2.14 -0.68
H 2.39 -2.57 1.54 0.30
H -1.25 -2.46 0.12 0.32
C -0.12 0.60 -0.53 0.21
H -0.18 5.15 0.47 0.26
H -2.33 -3.09 -0.72 0.35
H -0.32 -2.71 -1.45 0.53
H 1.01 -2.13 -1.01 -0.01
O 2.71 -0.13 -0.91 -0.46
H -0.38 -0.71 -4.59 0.35
H 2.06 -3.53 -0.74 0.43
O -0.53 2.16 -3.44 -0.63
```

The value obtained for the frontier orbital gap is 9.3 eV. The structure (SMILES) is CN[C@@H](C=O)CCO.O.O.O.O.O.O.O.O.O.O.O.


Version b
This record from the OMol25 dataset describes 12 unconnected molecules or ions with the total composition C5H33NO13. The level of theory is ωB97M-V/def2-TZVPD.

Geometry as XYZ:
```
52
Properties=species:S:1:pos:R:3:mulliken_charge:R:1
O 1.64 1.78 -2.90 -0.79
H 2.42 -0.72 1.13 0.38
H 1.23 2.59 -2.61 0.34
H 0.95 -1.18 -3.28 0.39
C 1.59 -2.30 0.17 -0.63
H -0.88 0.02 0.55 -1.10
H -2.53 -0.93 -2.59 0.37
H 2.80 0.33 -0.44 0.46
H -2.36 0.23 2.58 0.39
C -2.98 -1.52 -0.60 -0.68
H 2.69 1.45 -1.54 0.39
C 0.16 -1.87 0.45 -0.61
H -2.97 -0.93 0.33 0.03
H -2.63 -2.54 -0.36 0.26
H -1.96 1.98 -1.41 0.31
H 2.83 1.24 1.87 0.35
H -0.94 2.11 2.22 0.47
H 1.71 -2.57 -0.89 0.18
O 2.10 0.70 2.17 -0.71
O -0.04 2.35 2.51 -0.94
H 1.91 -3.11 0.82 0.44
H 0.60 2.90 0.91 0.34
H -3.25 2.35 2.00 0.20
O -0.04 0.21 4.68 -0.73
H -0.81 -0.17 4.22 0.44
O 0.74 2.94 -0.04 -0.76
H -0.87 2.80 -0.61 0.44
O -1.84 2.62 -0.70 -0.76
H -2.32 -1.30 2.55 0.29
O 2.89 1.30 -0.57 -0.76
C -0.21 -0.52 -0.14 3.08
O -0.31 -3.70 -2.43 -0.62
H -0.47 -4.36 -3.12 0.28
H 0.97 1.07 -2.79 0.51
H 0.75 -0.25 4.35 0.30
N -2.17 -0.90 -1.63 -0.02
O -0.30 -0.11 -2.52 -1.08
O 2.56 -1.26 0.31 -0.64
H -4.03 -1.57 -0.93 0.37
H 0.37 -3.10 -2.84 0.38
C -0.87 -0.55 -1.50 -0.18
H 1.51 2.37 -0.24 0.35
H -2.37 2.07 0.71 0.41
O -2.13 -0.56 3.12 -0.72
O 1.51 -1.96 -3.45 -0.78
H 2.29 -1.80 -2.93 0.34
O -2.59 1.73 1.66 -0.65
H 0.03 -1.85 1.51 0.41
H -0.52 -2.68 0.15 0.18
H 0.68 0.12 -0.25 -0.66
H 0.04 1.87 3.36 0.29
H 1.29 1.28 2.17 0.45
```

The value obtained for the frontier orbital gap is 10.7 eV. The structure (SMILES) is CNC(=O)CCCO.O.O.O.O.O.O.O.O.O.O.O.


How do the energies compare? Relative to the most stable structure, in eV: version a 5.489; version b 0.000.